<one>
{"formula": "C36H90N6O12", "method": "the ωB97M-V functional and the def2-TZVPD basis", "homo_energy_ev": -8.29, "gap_ev": 8.84, "smiles": "COCCNCCOC.COCCNCCOC.COCCNCCOC.COCCNCCOC.COCCNCCOC.COCCNCCOC", "e_lumo_ev": 0.555, "multiplicity": 1, "elements": ["O", "H", "C", "H", "H", "C", "H", "C", "H", "C", "C", "C", "H", "H", "H", "H", "H", "H", "H", "N", "C", "O", "C", "O", "C", "H", "C", "H", "H", "C", "H", "H", "H", "C", "C", "H", "H", "H", "C", "H", "H", "N", "C", "H", "H", "N", "H", "H", "H", "H", "C", "H", "H", "H", "H", "H", "H", "H", "H", "H", "H", "N", "H", "C", "H", "C", "O", "H", "H", "H", "C", "H", "C", "H", "H", "H", "H", "N", "C", "H", "H", "C", "H", "H", "C", "H", "C", "O", "O", "H", "H", "C", "H", "O", "C", "H", "H", "H", "C", "H", "H", "H", "O", "N", "H", "O", "H", "H", "H", "H", "H", "H", "H", "H", "H", "H", "H", "H", "H", "C", "O", "C", "O", "H", "H", "H", "C", "H", "H", "C", "H", "O", "C", "H", "C", "H", "H", "H", "C", "C", "H", "H", "H", "C"], "xyz": [[0.2228, -3.2052, 1.8930], [3.4547, -1.1831, 6.5765], [-4.9200, -0.8468, -2.8983], [-3.3077, 0.4812, 0.3140], [-3.9891, -1.9101, -4.3764], [-3.4337, -1.3412, 2.2455], [13.3281, 5.9986, -3.6934], [-1.6777, -2.4548, -3.8154], [2.3391, 1.2473, 1.9041], [-1.7982, -4.5153, -5.0041], [1.2291, -3.1622, 0.9224], [-2.9699, -4.7430, 1.7648], [7.1662, 6.7852, -2.1626], [-0.8054, -4.8492, -4.6767], [0.9687, -2.3694, -1.1745], [-9.9063, 1.1150, -4.5087], [-1.5178, -1.9918, -4.8027], [7.1595, 6.2760, -3.8687], [-4.5270, 3.5304, 0.3047], [3.9253, -1.5174, 4.5363], [-7.3237, 2.7732, -1.2799], [11.8455, 7.0066, -2.6172], [4.6121, 4.3620, -0.8094], [-4.8489, -1.1633, 2.0986], [0.7155, -3.2147, -0.5304], [-2.9294, -2.1555, -2.1379], [7.0611, 0.7747, 3.2497], [-9.2155, 2.6705, -4.9415], [6.7843, -4.1766, 7.1400], [7.2534, 5.9274, -2.8397], [9.4626, 7.0788, -1.9030], [-7.6379, 0.8345, -0.8037], [-5.6374, 0.1544, 0.1322], [9.6101, 6.3293, -2.6995], [-6.3076, 1.8598, 1.3986], [-2.1020, 0.2848, 3.0194], [2.8071, 1.8253, 0.1970], [-3.1417, -1.9120, 1.3589], [-5.8846, 1.2095, 0.0378], [4.6371, 3.3208, -1.1446], [3.3790, -3.4750, 7.1972], [-6.8436, 1.4271, -1.0249], [13.2055, 6.7702, -2.9271], [-6.5517, -2.2466, 1.7407], [3.4380, 0.5863, 4.8413], [-2.5035, 0.5509, 0.9136], [11.1878, 5.1979, -3.4429], [-4.6988, 0.1754, -2.5798], [-0.4515, 1.8722, 1.1367], [-1.1664, -0.9623, 0.3741], [-7.0160, -3.0149, -3.5031], [-1.9661, -5.1618, 1.8324], [-3.9843, 3.1650, 1.9995], [5.1368, -4.8817, 7.5034], [-1.0744, -3.0106, 0.3835], [2.2147, -1.9325, 5.5770], [-3.2357, -4.1553, -1.5396], [0.1450, 0.5259, 1.9748], [-4.9357, 1.6962, -0.2306], [-4.7373, 4.7172, 1.5059], [13.6119, 7.7094, -3.2874], [-0.7733, -3.2419, -0.5538], [-3.1738, -1.8898, 3.1573], [3.6347, -0.1738, 4.0744], [-7.6325, -3.6667, -4.1230], [4.7311, 0.3780, 3.1879], [5.8832, 0.5173, 3.9805], [4.4647, 1.3122, 2.6811], [-1.2844, 0.3557, -0.7388], [-7.6098, -2.4995, -2.7482], [3.2930, -1.9164, 5.7738], [9.5375, 6.8229, -3.6688], [-2.6159, -1.5840, -3.0263], [-8.0911, 3.0898, -0.5625], [7.5998, -0.1253, 2.9475], [-5.0704, -3.0511, 1.2762], [6.8011, 1.3233, 2.3374], [8.5743, 5.3085, -2.6337], [11.0465, 5.8483, -2.5624], [-6.2684, -3.6717, -3.0463], [-5.9505, -0.1861, -4.6908], [-1.2770, -4.6247, -0.7667], [-7.0035, -0.4678, -3.2865], [6.0096, -5.1085, 5.9644], [-5.5124, -2.3888, 2.0325], [-5.5038, -2.9717, 2.9597], [-6.1230, -0.8320, -3.8321], [-6.3769, -2.1103, -4.3887], [-2.4469, -3.6299, -4.1255], [-3.6538, 0.7334, 2.5761], [3.6734, 4.8298, -1.1408], [-0.0600, 0.8598, 0.9468], [-4.9145, -1.5506, -2.0594], [5.1891, -3.1569, 6.4235], [3.7826, -3.2959, 6.1953], [-5.8443, 1.3056, 2.2239], [-3.6492, -5.5953, 1.9089], [4.9311, -1.6386, 4.5517], [-2.8395, 0.0748, 2.2446], [13.7048, 6.4112, -2.0213], [-3.2036, -3.9529, 2.4688], [0.7365, -4.1983, 3.6425], [-6.0850, 3.2397, 1.6053], [-3.7636, -1.1057, -3.7877], [-7.3862, 1.6898, 1.4404], [1.0985, 0.6686, 0.1730], [4.9413, -0.3345, 2.3761], [1.1097, -4.1051, -1.0225], [-2.0835, -0.7184, -2.6084], [3.5811, -4.0190, 5.4051], [-0.7592, -2.6880, -3.2747], [2.9510, 0.2363, 0.6649], [-3.0329, -5.7609, -0.8339], [-2.4473, -5.3907, -5.0756], [-0.9010, -5.1415, 0.1283], [7.6906, 1.4177, 3.8586], [-6.9905, 2.6915, -3.3942], [1.7066, -2.8271, 3.2770], [4.5579, 4.4251, 0.2788], [-1.2439, 0.1307, 0.3284], [-3.3239, -4.1916, 0.4994], [6.1216, 4.9479, -2.5549], [-8.9807, 2.2137, -2.9446], [8.5364, 4.9288, -1.6913], [-6.5485, 3.5294, -1.1222], [1.8840, -4.0442, 1.0044], [-7.8033, 2.9380, -2.6972], [-7.9592, 4.0030, -2.9306], [-1.0099, -5.0078, -1.7512], [-9.0819, 1.7962, -4.2936], [2.7059, -0.2490, 3.5044], [5.7447, 5.0930, -1.1902], [2.2849, 1.1028, 0.8295], [6.2348, 3.9242, -2.9118], [0.6756, -3.1897, 3.2216], [0.0596, -2.5091, 3.8054], [1.9616, -2.3772, 1.1356], [5.2800, 5.4167, -3.0959], [5.7797, -4.3901, 6.7659], [-2.8001, -4.6950, -0.7022], [11.3531, 5.2475, -1.6973], [-8.1802, 1.2150, -4.5189], [-1.7027, -4.0728, -6.0057], [-4.7444, 3.6327, 1.3732]], "mulliken_charge": [-0.334, 0.469, 0.442, -0.234, 0.402, 0.693, 0.314, -1.059, 0.414, -0.901, -0.406, -0.680, 0.318, 0.308, 0.321, 0.243, 0.609, 0.375, 0.254, -0.175, -0.615, -0.280, -0.810, -0.309, -1.057, -0.747, -0.763, 0.298, 0.240, -0.537, 0.339, 0.302, 0.326, -0.595, -0.793, 0.392, 0.197, -0.590, -0.548, 0.311, 0.459, 0.398, -0.685, 0.368, 0.249, 0.497, 0.304, -0.142, 0.284, -0.400, -0.633, 0.319, 0.185, 0.295, -0.550, 0.274, -0.051, 0.249, -0.005, 0.331, 0.224, 0.537, 0.482, -0.105, 0.262, -0.773, -0.371, 0.614, 0.134, 0.311, -0.671, 0.268, 1.050, 0.345, 0.282, 0.222, 0.306, -0.366, -0.505, 0.143, 0.323, -0.838, 0.258, 0.283, -0.793, 0.305, -0.425, -0.467, -0.260, 0.234, 0.320, -0.661, 0.023, -0.333, -0.642, 0.294, 0.278, 0.285, -1.189, 0.269, 0.176, 0.304, -0.406, -0.522, 0.439, -0.313, 0.368, 0.535, 0.038, 0.367, 0.326, 0.339, 0.361, 0.253, 0.357, 0.260, 0.320, 0.126, 0.307, 0.844, -0.195, -0.601, -0.352, 0.258, 0.301, 0.506, -0.744, 0.462, 0.481, -0.533, -0.139, -0.312, -0.806, 0.384, -0.869, 0.398, 0.236, 0.347, -0.719, -0.360, 0.334, 0.144, 0.321, -0.552]}

***

<two>
{"formula": "C36H90N6O12", "method": "the ωB97M-V functional and the def2-TZVPD basis", "homo_energy_ev": -8.21, "gap_ev": 8.57, "smiles": "COCCNCCOC.COCCNCCOC.COCCNCCOC.COCCNCCOC.COCCNCCOC.COCCNCCOC", "e_lumo_ev": 0.359, "multiplicity": 1, "elements": ["H", "H", "H", "H", "H", "H", "H", "H", "C", "O", "H", "H", "H", "N", "C", "H", "C", "C", "H", "C", "H", "H", "O", "C", "H", "C", "H", "C", "H", "C", "C", "H", "H", "H", "H", "H", "H", "H", "O", "H", "H", "H", "H", "C", "H", "H", "H", "H", "H", "O", "C", "O", "C", "H", "H", "H", "H", "H", "H", "H", "C", "N", "C", "N", "H", "H", "H", "H", "H", "C", "H", "N", "H", "C", "H", "H", "O", "H", "H", "H", "H", "C", "H", "H", "C", "C", "H", "C", "O", "O", "H", "C", "H", "H", "H", "H", "H", "H", "H", "H", "C", "H", "O", "H", "H", "H", "C", "H", "H", "C", "H", "C", "H", "H", "H", "H", "H", "C", "O", "C", "O", "O", "H", "H", "C", "C", "C", "C", "C", "C", "C", "H", "N", "N", "H", "H", "H", "H", "H", "C", "H", "H", "H", "H"], "xyz": [[-2.7880, 4.2523, -3.8280], [2.4159, 0.9438, 1.9832], [1.4871, 2.9603, -2.1722], [-1.2263, -3.8373, -1.1200], [-5.8212, 4.6347, -0.4590], [-0.4436, 2.2343, -3.5964], [2.2126, 6.1772, -1.3275], [1.5733, 4.7638, -0.3820], [1.9883, 5.1133, -1.3273], [0.1505, -1.4629, 1.3537], [5.0248, 0.1201, -5.4382], [0.1560, -1.8627, -2.5015], [1.2273, -0.1763, -0.3110], [-1.3723, 3.7126, -2.3002], [0.7792, -0.1977, -1.3085], [6.4311, -2.0448, -6.1167], [2.0564, 1.7602, 1.3393], [-0.4315, 3.2782, -3.2625], [-8.2540, 1.7070, 5.1098], [4.4012, 3.9072, 7.1420], [1.7193, -4.0418, -2.2662], [-1.3431, -2.9100, -3.7064], [3.4984, 3.7992, 6.0411], [-1.4047, 1.1558, 6.2751], [5.3216, -3.2821, -4.4301], [-7.4398, 2.1670, 4.5255], [5.9680, -6.0089, -7.8123], [4.8942, -3.0735, -5.4381], [4.7922, 1.3682, 1.1450], [2.4920, -3.2842, -2.0838], [-3.1795, -4.6029, -0.7272], [-1.8066, -4.2512, -4.8202], [-6.0335, 0.0324, 6.0396], [1.3077, -0.2851, 7.2807], [1.1046, 1.3714, 7.6359], [-0.5736, 3.7880, -4.2353], [-8.6042, -5.8134, -2.9638], [4.5822, -4.0742, -7.2744], [2.2036, -1.9331, -2.2576], [-7.6004, 3.2375, 4.6132], [6.9874, -6.4752, -6.4427], [-6.6770, -0.0509, 4.3525], [-1.6946, -0.7172, 1.8798], [3.3119, 2.4731, 5.6767], [5.3686, 3.4423, 6.9380], [3.0098, 1.7830, 6.4748], [7.4941, -1.2501, -4.2331], [7.6573, -5.5642, -7.7706], [3.8565, -2.9269, -5.1121], [2.9565, 1.9881, 0.2893], [-1.4290, -0.4297, -0.1657], [-0.1157, 0.6006, 6.0897], [0.4865, -1.7388, 2.6968], [-5.3650, 6.1402, -1.2875], [0.1237, -0.9157, 3.3174], [4.8127, 2.6022, -0.1586], [-3.2752, 5.5894, -2.0227], [-9.3547, -4.6445, -1.8297], [-7.4985, -3.8582, 0.2093], [4.1976, 2.0493, 5.1802], [4.2742, 2.2326, 0.7161], [-0.6210, 0.1923, -1.1856], [7.6585, 0.4575, -2.4054], [-3.6517, 0.9045, 5.4179], [-7.5411, 1.8050, 3.5028], [-2.6098, -2.8918, -1.8174], [4.5676, 4.9842, 7.2564], [-0.4921, 0.5402, 1.5161], [-4.2900, -0.8409, 4.6447], [1.7663, 2.9732, 2.2140], [-6.7743, 5.1177, -1.8430], [5.4422, -1.8276, -5.9775], [-2.0190, 1.6903, 4.2740], [6.7652, -5.6623, -7.1464], [1.1538, 1.4044, 0.8541], [-3.4321, 4.3087, -0.8313], [-4.9281, 4.3981, -2.2888], [0.7009, 3.0738, 2.4643], [-1.8827, 0.7066, 7.1477], [-3.1502, 2.7579, -2.9290], [7.3729, 0.9291, -1.4630], [1.0013, 3.6385, -2.8772], [3.9465, 3.5806, 8.0833], [8.4256, 1.1792, -2.7482], [-5.5548, -4.4815, -0.1995], [6.8005, -0.4106, -4.3752], [-1.9570, -0.0895, 4.7124], [-3.6031, 4.5393, -1.8889], [0.9607, 4.9235, -2.2799], [6.5613, 0.3408, -3.2208], [-6.8542, -3.2989, -1.3650], [-2.1961, -3.8922, -1.6315], [2.9179, 4.5847, -1.5447], [7.3067, 0.2493, -5.0976], [-4.0030, 1.8289, 5.6388], [2.7005, -3.4036, -1.0079], [-1.4341, 2.2516, 6.4061], [1.4951, 3.6544, -3.8549], [-3.1657, -4.2374, 0.2997], [-0.1344, 0.2300, 8.1493], [-8.4066, -4.9993, -2.2771], [1.9952, 1.3318, 4.3999], [-2.1484, -4.6157, -2.8294], [-5.4952, -5.4066, 0.3943], [-4.4488, 0.4152, 3.4406], [2.0766, 3.8487, 1.6346], [-5.7699, 5.1357, -1.4286], [2.7478, 4.0333, 3.5354], [1.5820, -1.7502, 2.7644], [-2.7063, 3.7558, -2.8513], [-4.7373, -5.3488, -1.8412], [-2.2493, 0.9167, 5.0182], [-2.3369, 0.1841, -0.1198], [-5.2445, -3.6896, 0.4912], [4.6940, -0.9753, -4.1750], [-8.1466, -4.1091, -2.8775], [3.3854, -3.5390, -2.6467], [-1.3850, -3.9966, -3.8497], [-7.4703, -5.2851, -1.2836], [0.5299, 0.4857, 7.3181], [6.4839, -4.4529, -6.4985], [-6.2243, 1.8161, 5.1162], [4.5265, -5.1197, -5.9682], [-0.6180, 1.1944, -1.3077], [-5.9694, 0.4355, 5.0278], [2.2158, 2.3742, 4.6275], [-4.5722, 0.2149, 4.5179], [-0.8340, -0.4631, 1.2375], [-6.9274, -4.1491, -0.6814], [5.4431, -0.7632, -4.9438], [0.9239, -1.6328, -1.7424], [-2.8102, -5.6447, -0.7156], [-4.5490, -4.5565, -1.2453], [2.6662, 3.0313, 3.3995], [-0.3304, -4.3182, -3.8436], [1.3598, 0.4708, -1.9394], [1.3322, 2.8685, 5.0682], [-1.8126, -1.4001, -0.4856], [0.1953, -2.7079, 3.1118], [5.1135, -4.2573, -6.3208], [0.6628, -2.3470, -0.9523], [4.3222, 3.0401, 1.4566], [8.1705, -0.4961, -2.2542], [-1.0756, 4.5914, -1.8999]], "mulliken_charge": [0.189, 0.265, 0.055, 0.181, 0.277, 0.310, 0.353, 0.200, -0.618, -0.298, 0.248, -0.150, -0.431, -0.036, -0.003, 0.264, 1.193, -0.929, 0.318, -0.784, 0.222, 0.310, -0.333, -0.769, 0.291, -0.773, 0.338, -0.379, 0.290, -0.751, -0.744, 0.321, 0.270, 0.292, 0.283, 0.642, 0.266, 0.338, -0.165, 0.230, 0.273, 0.441, 0.609, -0.695, 0.318, 0.384, 0.375, 0.245, 0.389, -0.204, -0.836, -0.124, -0.719, 0.302, 0.135, 0.276, 0.288, 0.302, 0.342, 0.319, -0.950, 0.083, -0.751, -0.284, 0.325, 0.287, 0.268, -0.066, 0.334, -1.581, 0.259, -0.441, 0.285, -0.788, -0.971, 0.406, -0.325, 0.245, 0.445, 0.291, 0.183, 0.031, 0.277, 0.311, -0.609, -0.484, 0.201, -0.617, -0.439, -0.181, 0.351, -0.147, 0.255, 0.324, 0.302, 0.357, 0.248, 0.202, 0.524, 0.347, -0.757, 0.159, -0.438, 0.351, 0.226, 0.673, -0.705, 0.224, 0.306, -0.490, 0.212, -0.345, 0.699, 0.412, 0.156, 0.318, 0.200, -0.692, -0.291, -0.860, -0.307, -0.330, 0.403, 0.167, -0.614, -0.186, -0.450, 0.165, -0.690, -0.476, 0.032, 0.289, -0.252, 0.047, 0.187, 0.452, 0.236, -0.485, 0.283, -0.647, 0.208, 0.346, 0.329, 0.224]}

***

Result of the stability comparison: <two> is the most stable of them.